The following is a DFT calculation (the ωB97M-V functional and the def2-TZVPD basis) of a 2-piece molecular cluster, C3H5NP2 overall in a non-equilibrium geometry.

Properties
**Energy relative to the best compared isomer or geometry (same formula, charge and spin)**: 82.5 kcal/mol
**HOMO energy (spin up / spin down)**: -8.8 / -8.6 eV
**Energy**: -23254.3464 eV

Structure (ORCA input):
```
! wB97M-V def2-TZVPD RIJCOSX def2/J DEFGRID3
* xyz 0 1
C 0.544 0.275 1.101
C 0.300 0.065 -0.360
C -1.225 -1.935 -0.686
N 1.150 1.380 1.397
P 0.488 1.334 -1.447
P 1.579 2.426 0.125
H 0.508 -0.478 1.887
H -0.402 -2.607 -0.920
H -1.937 -1.645 -1.591
H -1.367 -1.858 0.357
H 0.363 3.043 0.139
*
```



The following is a DFT calculation (the ωB97M-V functional and the def2-TZVPD basis) of C3HNiO3 as an isolated structure in a non-equilibrium geometry.

Properties
**Energy relative to the best compared isomer or geometry (same formula, charge and spin)**: 6.6 kcal/mol
**HOMO energy (spin up / spin down)**: -13.8 / -13.7 eV
**<S²>**: 2.009
**Energy**: -50297.0870 eV

Structure (ORCA input):
```
! wB97M-V def2-TZVPD RIJCOSX def2/J DEFGRID3
* xyz 1 3
C 1.551 0.208 0.113
C 0.710 0.962 -0.315
O 2.070 -0.765 0.825
H 2.049 -1.607 0.351
O -0.460 1.672 -0.493
C -1.689 1.066 -0.374
O -1.611 -0.186 -0.444
Ni -2.621 -1.348 0.336
*
```



The following is a DFT calculation (the ωB97M-V functional and the def2-TZVPD basis) of a 2-piece molecular cluster, C3H8NO3 overall in a non-equilibrium geometry.

Properties
**Energy relative to the best compared isomer or geometry (same formula, charge and spin)**: 47.1 kcal/mol
**HOMO energy**: -4.0 eV
**Energy**: -10873.7431 eV

Structure (ORCA input):
```
! wB97M-V def2-TZVPD RIJCOSX def2/J DEFGRID3
* xyz -1 1
O 1.263 -1.335 1.709
C 0.146 -1.033 1.261
N -0.256 -0.178 0.258
C 0.785 0.392 -0.588
O 0.225 0.752 -1.714
C -1.166 -1.739 1.722
H -1.182 -0.078 -0.065
H 1.529 -0.453 -0.699
H 1.456 1.254 -0.042
H -2.124 -1.660 1.174
H -0.976 -2.821 1.566
H -1.422 -1.631 2.770
H 0.354 2.094 -1.968
H 0.944 3.208 -3.107
O 0.425 3.228 -2.276
*
```



The following is a DFT calculation (the ωB97M-V functional and the def2-TZVPD basis) of a 2-piece molecular cluster, C2H4S overall in a non-equilibrium geometry.

Properties
**Energy relative to the best compared isomer or geometry (same formula, charge and spin)**: 35.3 kcal/mol
**HOMO energy**: -8.6 eV
**Energy**: -12971.7992 eV

Structure (ORCA input):
```
! wB97M-V def2-TZVPD RIJCOSX def2/J DEFGRID3
* xyz 0 1
C 0.522 -0.945 -0.435
C -0.360 0.009 0.235
S 0.381 -2.528 -0.528
H 1.750 -0.412 -1.161
H -1.135 0.327 -0.467
H 0.160 0.892 0.594
H -0.856 -0.501 1.063
*
```



The following is a DFT calculation (the ωB97M-V functional and the def2-TZVPD basis) of C31H37BiN4O5PSTe as an isolated structure in a non-equilibrium geometry.

Properties
**Energy relative to the best compared isomer or geometry (same formula, charge and spin)**: 45.3 kcal/mol
**HOMO energy**: -8.9 eV
**Energy**: -82194.1268 eV

Structure (ORCA input):
```
! wB97M-V def2-TZVPD RIJCOSX def2/J DEFGRID3
* xyz 1 1
Bi -0.573 -1.925 -0.757
C -1.460 -6.301 0.141
C -2.089 -4.933 0.102
N -1.655 -3.941 0.799
N -1.046 -4.201 2.041
C -0.519 -3.144 2.737
N -0.684 -3.342 4.075
S 0.254 -1.757 2.128
C -3.009 -4.652 -1.012
C -3.890 -5.733 -1.342
C -4.789 -5.504 -2.380
C -4.995 -4.182 -2.856
C -4.052 -3.221 -2.459
N -3.127 -3.430 -1.542
H -1.422 -6.622 -0.911
H -2.146 -7.002 0.608
H -0.529 -6.283 0.697
H -1.415 -4.987 2.629
H -1.452 -3.950 4.311
H -0.154 -2.790 4.723
H -3.772 -6.726 -0.875
H -5.504 -6.262 -2.693
H -5.750 -3.917 -3.577
H -3.973 -2.210 -2.878
O -2.424 -0.166 -3.187
C -1.187 -0.196 -3.328
O -0.490 -1.277 -3.019
C -0.321 0.972 -3.814
C 0.621 0.591 -4.936
C 1.002 1.860 -5.704
C 1.923 2.644 -4.673
C 1.904 1.596 -3.476
O 1.874 0.336 -4.143
C 0.571 1.596 -2.677
C 0.802 1.004 -1.243
O -0.133 0.296 -0.620
O 1.825 1.228 -0.628
H -1.048 1.707 -4.074
H 0.360 -0.277 -5.527
H 0.111 2.485 -6.041
H 1.626 1.622 -6.576
H 1.412 3.609 -4.489
H 2.908 2.850 -5.049
H 2.736 1.643 -2.789
H 0.245 2.643 -2.442
Te -0.089 4.656 1.573
C 1.086 6.250 2.411
C 2.157 6.829 1.668
C 3.088 7.634 2.297
C 2.928 8.013 3.572
C 1.835 7.540 4.342
C 0.909 6.750 3.694
C -0.576 3.950 3.548
C 0.249 3.267 4.404
C -0.240 2.823 5.652
C -1.494 3.264 6.100
C -2.371 3.807 5.136
C -1.930 4.158 3.886
H 2.251 6.549 0.656
H 3.921 7.997 1.718
H 3.688 8.597 4.146
H 1.724 7.755 5.394
H 0.024 6.411 4.202
H 1.303 3.012 4.180
H 0.393 2.184 6.286
H -1.803 3.168 7.149
H -3.363 3.957 5.408
H -2.687 4.536 3.188
C 2.395 -2.651 -2.664
P 1.785 -3.046 -0.972
C 3.100 -2.378 0.061
C 1.860 -4.835 -0.559
H 3.467 -2.872 -2.669
H 2.155 -1.638 -2.924
H 1.845 -3.329 -3.315
H 4.033 -2.851 -0.309
H 3.067 -2.460 1.175
H 3.190 -1.301 -0.247
H 2.752 -5.272 -1.013
H 0.945 -5.276 -1.010
H 1.838 -4.950 0.562
*
```



The following is a DFT calculation (the ωB97M-V functional and the def2-TZVPD basis) of C27H30FN6O4PtS2Se as an isolated structure.

Properties
**Energy relative to the best compared isomer or geometry (same formula, charge and spin)**: 0.0 kcal/mol
**HOMO energy**: -10.5 eV
**Energy**: -138595.2809 eV

Structure (ORCA input):
```
! wB97M-V def2-TZVPD RIJCOSX def2/J DEFGRID3
* xyz 1 1
Pt 0.429 0.635 -0.791
C 0.152 2.317 -3.312
N 0.441 2.461 -1.853
C -0.671 3.255 -1.233
C -0.603 3.105 0.262
N -0.852 1.675 0.613
C -0.484 1.471 2.047
C -2.285 1.380 0.382
C -3.226 1.924 1.247
C -4.576 1.698 1.044
C -4.986 0.926 -0.034
C -4.050 0.391 -0.899
C -2.687 0.611 -0.700
S -1.540 -0.117 -1.817
C 1.722 3.200 -1.675
C 1.940 4.359 -2.418
C 3.103 5.085 -2.252
C 4.056 4.656 -1.334
C 3.835 3.516 -0.591
C 2.660 2.771 -0.747
S 2.401 1.363 0.258
H -0.120 3.285 -3.729
H -0.675 1.626 -3.439
H 1.042 1.953 -3.819
H -1.612 2.860 -1.620
H -0.571 4.298 -1.535
H -1.351 3.733 0.749
H 0.384 3.374 0.641
H -0.912 2.273 2.649
H 0.597 1.507 2.141
H -0.870 0.517 2.386
H -2.915 2.526 2.091
H -5.300 2.118 1.728
H -6.038 0.736 -0.199
H -4.365 -0.218 -1.736
H 1.205 4.708 -3.129
H 3.265 5.980 -2.835
H 4.971 5.216 -1.198
H 4.569 3.181 0.130
C 3.863 -1.787 -0.369
N 2.866 -2.617 -1.039
C 2.700 -3.963 -0.839
C 1.636 -4.348 -1.584
N 1.168 -3.227 -2.224
C 0.016 -3.195 -3.125
C 1.926 -2.175 -1.885
Se 1.755 -0.432 -2.578
H 4.641 -2.439 0.017
H 3.390 -1.234 0.438
H 4.284 -1.083 -1.082
H 3.348 -4.528 -0.193
H 1.185 -5.314 -1.720
H -0.347 -4.212 -3.239
H 0.317 -2.802 -4.093
H -0.763 -2.564 -2.700
F -3.321 -5.423 3.386
C -2.451 -4.431 3.568
C -1.481 -4.191 2.687
N -0.553 -3.184 2.879
C 0.353 -2.796 1.825
C -0.241 -1.655 1.000
O 0.682 -1.068 0.282
O -1.395 -1.327 1.123
C -0.684 -2.277 3.914
O 0.010 -1.283 3.994
N -1.659 -2.590 4.832
C -2.610 -3.613 4.770
O -3.449 -3.756 5.621
H -1.373 -4.786 1.791
H 0.566 -3.657 1.192
H 1.286 -2.448 2.266
H -1.743 -1.953 5.612
*
```



The following is a DFT calculation (the ωB97M-V functional and the def2-TZVPD basis) of one molecule with the formula C3H2ClNS in a non-equilibrium geometry.

Properties
**Energy relative to the best compared isomer or geometry (same formula, charge and spin)**: 34.7 kcal/mol
**HOMO energy**: -10.0 eV
**SMILES string**: N#CC(=S)CCl
**Energy**: -27989.2556 eV

Structure (ORCA input):
```
! wB97M-V def2-TZVPD RIJCOSX def2/J DEFGRID3
* xyz 0 1
C -0.726 -0.248 0.543
C 0.636 -0.348 -0.099
C 1.125 0.992 -0.324
H -1.151 -1.253 0.842
H -0.797 0.570 1.261
N 1.506 2.038 -0.743
S 1.381 -1.588 -0.655
Cl -1.974 -0.163 -0.826
*
```